1.
Density functional theory data (ωB97M-V with the def2-TZVPD basis set) for an isolated ion of composition C4H12NO2 and charge +1 in a non-equilibrium geometry.

- Molar mass: 106.14 g/mol
- Kohn-Sham gap: 11.289 eV
- SMILES: C[C@H](O)[C@H]([NH3+])CO
- Energy above the lowest of the compared OMol25 structures with the same formula, charge and spin: 3.212 eV
- HOMO energy: -14.8 eV
- Net charge: +1

Each line ends with the Löwdin charge.
Geometry (Å):
C 0.6924 -0.0197 -1.6690  -0.2821
O 0.0003 -1.0507 -2.2444  -0.0685
C 0.6297 -0.1721 -0.0918  -0.1527
C -0.6246 -0.6817 0.8326  -0.3655
C -1.8239 0.1903 0.4586  -0.0222
O -0.2466 -0.4919 2.1636  -0.0467
N 1.3134 1.0888 0.5768  0.2360
H 1.7836 0.1836 -2.0692  0.1643
H 0.1434 0.7665 -2.1993  0.1275
H 0.5826 -1.9303 -2.3085  0.1871
H 1.3210 -1.0227 -0.0273  0.1416
H -0.7610 -1.8078 0.7399  0.1730
H -2.3419 -0.2038 -0.4593  0.1150
H -1.4563 1.0885 0.0592  0.0499
H -2.4906 0.2827 1.4017  0.1276
H -0.9053 -0.1444 2.7874  0.1237
H 0.7463 1.1407 1.4815  0.1784
H 1.1608 1.9418 0.0359  0.1639
H 2.2766 0.8421 0.5317  0.1497

=====

2.
Density functional theory data (ωB97M-V with the def2-TZVPD basis set) for a 3-piece molecular cluster, C4H12NO2 overall in a non-equilibrium geometry.

- Molar mass: 106.14 g/mol
- Kohn-Sham gap: 9.061 eV
- Energy above the lowest of the compared OMol25 structures with the same formula, charge and spin: 2.287 eV
- HOMO energy: -14.1 eV
- Net charge: +1

Each line ends with the Löwdin charge.
Geometry (Å):
C 0.6475 2.7820 0.4012  -0.0267
C -0.3799 1.8436 -0.1353  -0.3293
C -1.2392 2.0371 -1.1281  0.1496
C 0.1759 0.2340 1.5943  0.1871
N -0.5178 0.6036 0.5782  0.0701
H 0.5417 3.7344 -0.1026  0.0947
H 1.6534 2.4290 0.2281  0.0949
H 0.4274 2.9970 1.4502  0.1029
H -1.9937 1.3120 -1.4032  0.0834
H -1.2243 3.0166 -1.5889  0.0953
H -0.2199 -0.4653 2.3237  0.1285
H 1.1988 0.5767 1.7082  0.1220
H -1.3194 -0.0013 0.4030  0.1500
H 2.8831 -4.8106 0.1182  0.0395
H 1.3723 -5.0106 0.3634  0.0315
O 2.0887 -4.3725 0.4453  -0.0703
H -1.7286 -2.0830 -1.1063  0.0613
H -0.5969 -1.6939 -2.0577  0.0622
O -1.2284 -1.3215 -1.4332  -0.0466

=====

3.
Density functional theory data (ωB97M-V with the def2-TZVPD basis set) for a 2-piece molecular cluster, C4H12NO2 overall in a non-equilibrium geometry.

- Molar mass: 106.14 g/mol
- Kohn-Sham gap: 10.781 eV
- Energy above the lowest of the compared OMol25 structures with the same formula, charge and spin: 1.662 eV
- HOMO energy: -14.1 eV
- Net charge: +1

Each line ends with the Löwdin charge.
Geometry (Å):
C -0.5483 0.2122 0.5442  -0.1230
C -0.8540 -1.2721 0.2308  -0.1388
C -0.6147 -1.4950 -1.3227  -0.1112
C 0.6138 -2.3547 -1.4567  -0.2212
O 1.6054 -2.1565 -0.7910  0.0407
N 0.9093 0.5582 0.1477  0.2066
H -1.2411 0.8851 0.0527  0.1344
H -0.5399 0.3888 1.5971  0.1151
H -0.2412 -1.8325 0.9269  0.1139
H -1.9390 -1.4606 0.4239  0.1374
H -1.5565 -1.7700 -1.7699  0.1192
H -0.3232 -0.5331 -1.7290  0.1007
H 0.8107 -2.8810 -2.4302  0.1461
H 1.5362 -0.2060 0.4011  0.1473
H 1.2676 1.4012 0.6026  0.1526
H 0.8577 0.6953 -0.8591  0.1489
H -0.0995 3.4767 2.4041  0.0445
H 0.2456 4.6531 1.5444  0.0593
O 0.1112 3.6908 1.4833  -0.0726

=====

4.
Density functional theory data (ωB97M-V with the def2-TZVPD basis set) for a 2-piece molecular cluster, C4H12NO2 overall.

- Molar mass: 106.14 g/mol
- Kohn-Sham gap: 11.218 eV
- Energy above the lowest of the compared OMol25 structures with the same formula, charge and spin: 0.966 eV
- HOMO energy: -14.6 eV
- Net charge: +1

Each line ends with the Löwdin charge.
Geometry (Å):
O -1.2557 0.7049 -1.1698  0.1110
C -0.9763 0.7128 -0.0039  -0.1930
C 0.1147 -0.2159 0.5141  -0.2596
C -0.4696 -1.6306 0.7373  -0.1901
C -1.5335 -1.6135 1.8361  -0.0720
N 1.1189 -0.2918 -0.5845  0.2020
H -1.4797 1.3726 0.7244  0.1493
H 0.5965 0.1327 1.4375  0.1665
H -0.9413 -1.9244 -0.1930  0.1223
H 0.3500 -2.3007 0.9831  0.1218
H -2.4414 -1.0780 1.5406  0.0885
H -1.1442 -1.1393 2.7346  0.0849
H -1.7886 -2.6316 2.1079  0.0862
H 0.6092 -0.6098 -1.4142  0.1653
H 1.5946 0.5983 -0.8684  0.1089
H 1.8587 -0.9750 -0.4299  0.1758
H 3.2565 2.1551 -1.3492  0.0792
H 1.9897 3.0379 -1.1952  0.0820
O 2.2922 2.1301 -1.3192  -0.0290